(1)
The following is a quantum chemistry calculation of one molecule with the formula C2H3N3 at a distorted geometry, from the Open Molecules 2025 dataset.

```
! wB97M-V def2-TZVPD RIJCOSX def2/J DEFGRID3
* xyz 0 1
C -1.03683 -0.46001 0.03695
C 1.09432 -0.28940 -0.00939
H -1.97542 -0.89140 -0.04523
H 2.17602 -0.46022 -0.04579
H 0.85556 1.85243 0.22650
N 0.16235 -1.16462 0.00951
N 0.48758 0.89115 -0.02298
N -0.85008 0.84427 -0.02951
*
```

Summary:
ΔE to the lowest compared entry with this formula, charge and spin in eV: 0.392
Electronic energy in hartree: -242.2583
Structure (SMILES): c1nc[nH]n1
Frontier orbital gap in eV: 11.23

(2)
The following is a quantum chemistry calculation of a 12-piece molecular cluster, C44H78O25 overall at a distorted geometry, from the Open Molecules 2025 dataset.

```
! wB97M-V def2-TZVPD RIJCOSX def2/J DEFGRID3
* xyz 0 1
C -30.18716 15.71586 -6.94774
O -29.56509 15.18957 -5.75510
C -30.21024 14.57296 -4.86482
O -31.40275 14.50199 -4.85830
O -29.30397 14.10122 -4.03462
C -29.64864 13.62522 -2.75292
H -30.69332 14.94818 -7.53303
H -29.37949 16.11784 -7.55945
H -30.82934 16.55191 -6.67076
H -30.24909 12.73155 -2.92296
H -30.10428 14.44392 -2.19596
H -28.77323 13.21909 -2.24614
C -28.98421 24.89033 -5.71903
O -28.62903 25.71607 -6.84635
C -28.61862 25.21542 -8.15651
O -29.05083 24.13595 -8.39965
O -28.18113 26.05018 -9.07126
C -27.73149 27.36592 -8.71090
H -30.02163 25.15521 -5.51482
H -28.28732 25.17488 -4.93068
H -28.93548 23.87282 -6.10683
H -27.14659 27.63011 -9.59192
H -27.10705 27.28264 -7.82139
H -28.55704 28.07187 -8.62025
C -35.89063 22.73752 -7.68429
O -34.74106 23.51248 -7.30038
C -33.70502 22.88947 -6.65380
O -33.79610 21.70157 -6.27187
O -32.64859 23.68407 -6.37525
C -32.71757 25.11042 -6.57288
H -36.48671 22.39263 -6.83940
H -35.51776 21.80490 -8.10769
H -36.48995 23.18139 -8.47922
H -32.52490 25.40697 -7.60391
H -32.02027 25.62854 -5.91451
H -33.68770 25.55239 -6.34573
C -25.63895 19.23615 0.68960
O -26.76332 19.18480 -0.20931
C -27.95192 19.57141 0.24270
O -28.26736 19.80664 1.40518
O -28.93937 19.53716 -0.81993
C -30.27212 19.91511 -0.57522
H -25.74216 20.27691 0.99667
H -24.66852 19.22657 0.19334
H -25.72831 18.58224 1.55708
H -30.51747 20.38405 0.37767
H -30.81894 19.01734 -0.86350
H -30.40074 20.52896 -1.46670
C -33.05475 22.76170 -2.72529
C -34.00452 23.67437 -2.06413
C -33.29456 25.02959 -1.84989
O -32.05975 24.86240 -2.62397
C -31.74221 23.58157 -2.63282
H -33.32255 22.53443 -3.75715
H -33.00862 21.76059 -2.29665
H -34.18184 23.31042 -1.05211
H -34.91858 23.81154 -2.64187
H -33.00955 25.15525 -0.80534
H -33.82657 25.89335 -2.24860
H -31.27621 23.40853 -1.66276
H -31.02578 23.35825 -3.42335
C -26.45098 16.68601 -11.14393
C -27.69964 17.63611 -10.93473
C -27.82691 17.41494 -9.35058
O -27.61421 16.03950 -9.13841
C -26.73079 15.55635 -10.10818
H -25.41219 16.89298 -10.88668
H -26.57854 16.22350 -12.12266
H -28.63777 17.24180 -11.32528
H -27.47825 18.67547 -11.17724
H -28.69371 17.93828 -8.94701
H -26.97818 17.82086 -8.80015
H -27.35734 14.80305 -10.58576
H -25.87283 15.09782 -9.61649
C -28.96360 20.75816 -6.88803
C -28.82030 20.65779 -5.42332
C -29.71349 19.55818 -4.95622
O -30.61996 19.37785 -6.08035
C -30.44182 20.38438 -7.05040
H -28.42781 19.92411 -7.34125
H -28.59514 21.67930 -7.33952
H -29.25320 21.55121 -4.97333
H -27.78292 20.38600 -5.22815
H -30.10178 19.86982 -3.98657
H -29.14743 18.62829 -5.01081
H -31.19168 21.15492 -6.87128
H -30.52279 19.92049 -8.03343
O -28.92891 24.27403 -0.52508
C -28.03677 23.76127 -1.23351
O -28.24092 23.39536 -2.47883
C -27.09692 22.83061 -3.07424
C -26.01586 23.30597 -2.12683
C -26.65020 23.29893 -0.79320
H -26.92807 23.08285 -4.12112
H -27.22012 21.74899 -3.12924
H -25.59025 24.25096 -2.46438
H -25.16625 22.63380 -2.24696
H -26.25846 23.93178 0.00313
H -26.67174 22.27466 -0.42107
O -23.64973 15.87009 -6.17959
C -24.60475 16.44734 -5.64611
O -24.71695 17.76451 -5.47234
C -25.89053 18.17293 -4.89209
C -26.24711 16.81542 -4.10361
C -25.85197 15.79935 -5.16512
H -26.50156 18.59529 -5.68981
H -25.72174 18.94444 -4.14083
H -27.30675 16.88015 -3.85654
H -25.79387 16.63193 -3.12944
H -26.49639 15.83235 -6.04360
H -25.72183 14.77966 -4.80263
O -30.42080 20.02636 -11.99033
C -31.33418 19.72001 -11.25356
O -32.20188 20.69249 -10.78807
C -33.25281 20.26493 -9.97502
C -32.83288 18.77664 -9.69961
C -31.78814 18.40559 -10.76802
H -34.12167 20.01228 -10.58276
H -33.51605 20.83968 -9.08706
H -33.71248 18.13295 -9.70707
H -32.33791 18.68809 -8.73252
H -32.18898 17.70119 -11.49689
H -30.84972 18.05540 -10.33811
O -35.99893 16.23557 -3.00187
C -35.08202 16.85374 -3.51227
O -35.26046 18.04948 -4.08355
C -33.98282 18.60195 -4.41332
C -32.95921 17.68051 -3.70177
C -33.69866 16.30549 -3.54727
H -33.92573 19.61703 -4.02031
H -33.94446 18.78754 -5.48672
H -32.56279 18.09697 -2.77575
H -32.15176 17.55271 -4.42274
H -33.55638 15.89068 -2.54938
H -33.60024 15.58813 -4.36201
O -23.21451 21.19319 -9.17883
C -24.28538 21.62096 -9.61769
O -25.27390 21.75970 -8.85503
C -26.40170 22.24996 -9.53743
C -25.85296 22.93563 -10.78516
C -24.60021 22.09649 -11.03674
H -26.89701 22.92476 -8.83928
H -27.22299 21.57034 -9.76480
H -25.69178 23.98793 -10.55110
H -26.68344 22.81281 -11.48037
H -23.68883 22.68869 -11.11922
H -24.74078 21.34682 -11.81542
*
```

Summary:
ΔE to the lowest compared entry with this formula, charge and spin in eV: 0.000
Electronic energy in hartree: -3604.1392
Structure (SMILES): COC(=O)OC.COC(=O)OC.COC(=O)OC.COC(=O)OC.O=C1CCCO1.O=C1CCCO1.O=C1CCCO1.O=C1CCCO1.O=C1CCCO1.C1CCOC1.C1CCOC1.C1CCOC1
Frontier orbital gap in eV: 9.56

(3)
The following is a quantum chemistry calculation of C40H45IrN3OP as an isolated structure at a distorted geometry, from the Open Molecules 2025 dataset.

```
! wB97M-V def2-TZVPD RIJCOSX def2/J DEFGRID3
* xyz 3 2
Ir 0.12216 0.84251 -1.09014
O -1.80153 1.74023 -2.87678
N -1.79824 1.38127 -1.52422
C -2.90607 1.65175 -0.94201
C -3.22072 1.42466 0.45825
C -4.54383 1.68808 0.81978
C -4.97225 1.50294 2.12320
C -4.06883 1.07315 3.08246
C -2.74363 0.82269 2.74131
C -2.30565 0.96894 1.42975
P -0.52089 0.90492 1.12189
C -0.01587 2.49944 1.82431
C 0.73346 2.63992 2.99112
C 0.95750 3.90405 3.52215
C 0.42246 5.02751 2.91418
C -0.35861 4.89267 1.77050
C -0.57900 3.63893 1.23265
C 0.20371 -0.41712 2.08854
C 1.55725 -0.31181 2.43409
C 2.09697 -1.16490 3.38266
C 1.30543 -2.15184 3.95932
C -0.00849 -2.32595 3.54282
C -0.56311 -1.46243 2.60944
H -1.70850 0.91176 -3.37691
H -3.68872 2.05109 -1.58093
H -5.23916 2.04375 0.06886
H -5.99890 1.71085 2.39178
H -4.38499 0.95109 4.11006
H -2.04762 0.54061 3.52022
H 1.12952 1.78128 3.51216
H 1.54256 4.00390 4.42640
H 0.59402 6.00727 3.33928
H -0.80515 5.76462 1.31091
H -1.21521 3.55046 0.35771
H 2.17664 0.46379 1.99915
H 3.13087 -1.05342 3.68147
H 1.72074 -2.79873 4.72109
H -0.61401 -3.11357 3.97165
H -1.60315 -1.57704 2.33065
C -2.74316 -1.77470 -2.78236
C -2.64050 -1.72578 -1.24853
C -4.01672 -1.87620 -0.60702
C -1.62184 -2.72450 -0.76794
C -2.06260 -3.97703 -0.29758
C -1.18986 -5.01178 0.10059
C 0.14396 -4.79474 0.02135
C 0.66638 -3.53629 -0.41259
C 2.15372 -3.39679 -0.34834
C 2.69318 -3.78633 1.04021
C 2.82505 -4.31504 -1.40069
C -0.25728 -2.49308 -0.86242
N 0.28014 -1.30549 -1.42521
C 1.28555 -1.53327 -2.27766
C 2.12953 -0.50857 -2.62454
C 3.22231 -0.27540 -3.47153
C 3.54109 1.07717 -3.36343
C 2.63949 1.65875 -2.46636
N 1.81995 0.68705 -1.99538
C 2.37849 3.05954 -2.01102
C 2.72012 4.05740 -3.12702
C 3.20170 3.36201 -0.74878
C 0.87393 3.18901 -1.71142
H -3.45169 -1.02341 -3.13803
H -3.11284 -2.74570 -3.11451
H -1.77560 -1.60597 -3.26164
H -2.24296 -0.75718 -0.97416
H -4.55060 -2.75162 -0.97947
H -4.63360 -1.01442 -0.86261
H -3.96363 -1.93358 0.48279
H -3.12921 -4.16077 -0.28898
H -1.58656 -5.96032 0.43637
H 0.84662 -5.57099 0.28789
H 2.43860 -2.36250 -0.53466
H 2.58827 -4.85224 1.23654
H 2.19724 -3.23074 1.82926
H 3.75820 -3.55556 1.06756
H 2.64240 -5.36561 -1.17757
H 3.90119 -4.15050 -1.34984
H 2.49911 -4.12945 -2.42332
H 1.41740 -2.52906 -2.68063
H 3.69791 -0.99567 -4.11978
H 4.31791 1.59165 -3.90598
H 3.79182 4.04840 -3.32522
H 2.45234 5.06951 -2.82353
H 2.19571 3.82110 -4.05333
H 4.26596 3.24491 -0.94907
H 2.93159 2.69210 0.07224
H 3.02779 4.39044 -0.43037
H 0.24781 3.01687 -2.58606
H 0.62758 4.16710 -1.29386
H 0.57739 2.58998 -0.75122
*
```

Summary:
Electronic energy in hartree: -2235.4219
Frontier orbital gap (alpha / beta) in eV: 7.14 / 4.82

(4)
The following is a quantum chemistry calculation of a 2-piece molecular cluster, C7H12O overall at a distorted geometry, from the Open Molecules 2025 dataset.

```
! wB97M-V def2-TZVPD RIJCOSX def2/J DEFGRID3
* xyz 0 1
C -1.26117 2.23020 0.76675
C -1.33117 1.11340 -0.21841
C -2.40938 0.36583 -0.40391
C 0.79902 0.09135 -0.91217
C -0.17778 0.94694 -1.16341
C 3.14952 -0.07704 -1.57507
C 1.87740 -0.22849 -1.89654
H -0.34320 2.16683 1.31000
H -1.31146 3.25976 0.41127
H -2.03860 2.14254 1.53216
H -2.58125 -0.25789 -1.27497
H -3.25378 0.36670 0.26321
H 0.80706 -0.49692 -0.01146
H -0.26192 1.49585 -2.09972
H 3.94586 -0.12914 -2.31347
H 3.47749 0.23678 -0.59162
H 1.45394 -0.54731 -2.84339
H 0.25974 -3.57457 3.58614
H -0.26524 -4.99093 3.86086
O -0.53508 -4.11387 3.57373
*
```

Summary:
ΔE to the lowest compared entry with this formula, charge and spin in eV: 2.063
Electronic energy in hartree: -349.0728
Structure (SMILES): C=C/C=C/C(=C)C.O
Frontier orbital gap in eV: 10.03

> The lowest electronic energy belongs to which entry?

C44H78O25